(1)
DFT (wB97M-V/def2-TZVPD) results for a molecular structure, C5H9N5 at a distorted geometry.

- LUMO level (eV) = 0.693
- HOMO (eV) = -8.536
- Kohn-Sham gap (eV) = 9.23

ORCA input file:
```
! RIJCOSX wB97M-V def2-TZVPD def2/J DEFGRID3
* xyz 0 1
N -1.71794 1.06854 0.04673
N -1.24397 -1.10714 0.76891
N -1.48746 0.76936 2.35525
N 1.83824 -0.82919 0.15062
N 2.21305 0.92823 -1.15719
C -1.52936 0.20750 1.16655
C 0.90021 0.48902 -1.34248
C 2.77274 0.03682 -0.24521
C 0.61666 -0.54740 -0.53105
C -0.49998 -1.45395 -0.36272
H -1.03305 0.29716 2.85038
H -1.14183 -1.35424 -1.30732
H 2.62124 1.56574 -1.52372
H -2.14716 2.20984 0.47838
H 3.58349 0.28509 0.02712
H -2.32620 0.84075 -0.79078
H 0.29428 0.93146 -2.37101
H -0.26152 -2.69112 0.00993
H -1.45143 -1.64648 1.77761
*
```

***

(2)
DFT (wB97M-V/def2-TZVPD) results for 8 unconnected molecules or ions with the total composition C55H53F4NO17S at a distorted geometry.

- LUMO level (eV) = -1.765
- HOMO (eV) = -9.740
- Kohn-Sham gap (eV) = 7.97

ORCA input file:
```
! RIJCOSX wB97M-V def2-TZVPD def2/J DEFGRID3
* xyz 0 1
S 2.92907 -3.16241 -0.15404
F 3.03523 -3.71767 -2.96197
F 1.80171 -2.01698 -2.96479
F 0.96453 -3.94083 -3.23733
F 3.35126 -1.71065 -0.57515
O 10.23446 -5.69817 -3.22308
O -4.20613 2.60026 6.98468
O 2.39215 -3.07416 1.15690
O -2.02827 9.47168 -1.66896
O -8.62720 0.66133 -4.79622
O 1.22229 -5.36589 8.18819
O 0.78774 1.71255 -0.50485
O -3.78155 0.80855 2.02212
O 6.61658 -7.23431 1.63875
O 4.03705 -3.99370 -0.45101
O -3.09684 5.85949 -4.48518
O 3.83080 3.47324 -4.46243
O 10.86759 -5.96280 2.02846
O 0.75759 13.96333 -1.97517
O 2.43788 -6.12048 4.68191
O -0.38733 -0.66113 6.36151
O 1.38063 6.36914 -1.71290
N 1.67514 -3.46395 -1.16638
C 2.31107 1.84438 -3.70514
C 3.86919 -5.42216 2.95994
C -5.83039 -2.73022 -2.57696
C -1.19455 -1.00951 -0.22448
C -3.87216 1.22479 3.15893
C -2.79361 1.76695 5.29280
C 0.19285 -1.97148 8.22880
C 3.10083 3.76810 -2.24249
C -3.07531 -2.78473 0.18876
C 0.64177 -4.06100 6.30922
C -2.07395 5.98111 -3.84646
C 2.33346 3.32532 -1.25043
C 0.02979 10.55527 -1.31080
C -0.01766 -1.74031 6.77764
C 1.54199 1.40638 -2.71266
C 0.33800 -2.92807 -0.72080
C 0.36507 5.72067 -3.73218
C -8.55022 1.90548 -5.45376
C -6.51575 -1.36526 -2.43813
C -2.08192 -1.77130 0.78395
C 4.91602 -5.69981 2.18570
C -0.95520 6.65198 -1.77201
C -5.29222 2.09414 4.96001
C 0.12028 12.93596 -1.90541
C -0.76110 5.58873 -4.42708
C 9.34295 -6.37508 -1.14893
C 0.35006 6.25937 -2.34800
C 9.49889 -6.44380 0.17083
C -1.30191 12.87992 -2.33353
C -5.18425 1.64324 3.71370
C 0.73089 11.68271 -1.38988
C 3.40836 -6.37542 3.99789
C -2.00211 11.75183 -2.25648
C 10.71811 -5.90611 0.82644
C 0.59817 -3.15334 8.68432
C -2.08020 6.52767 -2.46709
C -7.51044 -1.07233 -3.57813
C 3.14929 3.06229 -3.54746
C 11.59609 -5.22624 -1.36310
C -2.68681 1.32082 4.04390
C 0.23556 -2.87525 5.86065
C 1.49563 2.11296 -1.40646
C 1.88495 -3.28860 -2.58202
C 4.16381 -7.64048 4.16731
C -5.11357 -3.18726 -1.30317
C 5.66346 -6.97175 2.34214
C -1.39165 10.50318 -1.73719
C 11.75465 -5.29193 -0.04450
C 0.26664 -1.49128 -0.19800
C -4.07875 -2.17383 -0.79405
C 10.37550 -5.76238 -2.02037
C -4.10442 2.19143 5.84866
C 0.85519 -4.29299 7.76216
C 5.21029 -7.91731 3.39565
C -7.52470 0.39931 -3.95371
H 2.27003 3.83015 -0.29513
H -5.86422 -3.37705 -0.52373
H -4.60772 -4.14267 -1.50104
H -7.58965 1.02182 -3.04563
H -5.75003 -0.57764 -2.42962
H -0.01394 -3.62775 0.04206
H -2.66593 -1.05054 1.36367
H -7.87654 1.85594 -6.32205
H 2.36295 1.35173 -4.66794
H -8.19235 2.70042 -4.78335
H -3.03853 11.68339 -2.56159
H -3.55929 -1.75907 -1.66799
H -4.59561 -1.35400 -0.27888
H -6.03159 1.55919 3.04513
H 12.63270 -4.90825 0.45951
H 0.83502 -4.88946 5.64095
H -0.93250 7.04668 -0.76573
H -9.55645 2.15949 -5.79376
H 0.45480 9.62981 -0.94121
H -7.25299 -1.67400 -4.45876
H 0.07417 -2.67849 4.80784
H 5.26425 -5.02298 1.41738
H 12.33423 -4.78512 -2.02095
H 1.33523 5.45294 -4.13349
H 0.91445 0.52920 -2.80512
H -1.72181 13.80540 -2.70636
H 5.78002 -8.83302 3.48953
H 0.59490 -1.46457 0.84626
H 0.76064 -3.34918 9.73666
H -5.10394 -2.67701 -3.39924
H -0.32322 -3.05055 -1.58100
H -6.23474 2.40798 5.39022
H 1.76854 11.74872 -1.08859
H 0.90224 -0.81767 -0.77562
H -1.59586 -1.08976 -1.24158
H -0.00196 -1.12762 8.87851
H -2.55033 -3.61952 -0.29587
H -8.52455 -1.36027 -3.27708
H -3.65949 -3.19097 1.02673
H 3.80879 -8.31081 4.93966
H -7.03602 -1.32010 -1.47342
H 8.75280 -6.88281 0.81988
H -6.58621 -3.47535 -2.85583
H -1.17959 0.05335 0.03524
H 8.46238 -6.75705 -1.64991
H 3.70722 4.65964 -2.15669
H -1.94583 1.83532 5.96189
H -0.78448 5.19993 -5.43728
H -3.04462 6.81711 -2.07247
H -1.74348 1.00232 3.61798
H -1.43491 -2.30613 1.49382
H 3.30606 -4.50327 2.86834
H -6.58334 0.66094 -4.46597
*
```

***

(3)
DFT (wB97M-V/def2-TZVPD) results for a molecular structure, C37H27AsCl2N4O5S2Ti at a distorted geometry.

- expectation value of S² = 2.0220
- LUMO level (alpha / beta) (eV) = 4.327 / 4.326
- HOMO (alpha / beta) (eV) = 0.133 / -2.231
- Kohn-Sham gap (alpha / beta) (eV) = 4.19 / 6.56

ORCA input file:
```
! RIJCOSX wB97M-V def2-TZVPD def2/J DEFGRID3
* xyz -2 3
As 0.70299 1.20684 -0.50531
Ti -1.15326 -0.61866 0.85541
Cl 1.56130 -6.82232 -1.03214
Cl -0.33831 -5.91565 -3.63414
S -3.32368 -2.09210 2.66752
S -1.29092 2.72057 1.76739
O -2.84065 -3.27362 2.02033
O -3.41269 -2.21666 4.09144
O -2.24254 -1.62719 -3.03895
O 2.62502 -2.74886 1.58508
O -2.57939 -0.84992 2.27573
N -2.83653 0.39283 -0.24783
N -1.45433 -1.75539 -0.86474
N 0.47184 -2.12768 0.79222
N 0.17456 -0.46278 2.76002
C 2.01320 -0.23016 4.75460
C -0.12512 0.33037 3.81686
C 0.63044 1.69136 -2.39550
C 0.81377 0.51016 4.80034
C 2.71365 -0.73649 -1.12829
C 1.71132 5.34270 1.55691
C -0.73322 -3.73667 -2.21646
C 3.38378 0.84309 0.48235
C -0.63089 -2.86566 -1.12252
C 1.25005 -4.20499 -0.37418
C -5.02124 1.38112 -0.32059
C 2.43934 0.43818 -0.39872
C -2.23216 -1.23571 -1.86498
C -3.12403 -0.21233 -1.44411
C 0.99595 -5.18273 -1.32889
C 0.02491 -4.90221 -2.29370
C 3.92604 -1.39708 -0.99814
C 1.09101 2.91754 0.35867
C -0.61963 1.95985 -4.39165
C 1.82848 1.89358 -3.11588
C 2.57090 4.84688 0.54424
C -5.23474 0.88028 -1.64933
C 0.43344 -3.08580 -0.22188
C -0.58397 1.74176 -3.02539
C -4.99540 -1.78231 2.08044
C 4.59448 0.18062 0.65921
C 0.51008 2.31516 -5.11032
C 0.58012 4.64606 1.93263
C 2.18122 3.67628 -0.07639
C 4.84313 -0.97000 -0.03401
C 0.23516 3.41317 1.34695
C 2.30347 -1.16821 3.76152
C 1.52932 -2.10618 1.60019
C -4.26669 0.01357 -2.17057
C 1.77251 2.29413 -4.48595
C -3.85385 1.10898 0.31231
C 1.33735 -1.16875 2.74833
H 3.21339 1.73014 1.10141
H 5.79628 -1.52173 0.07871
H -5.06979 -2.16768 1.02232
H -4.38055 -0.42269 -3.15066
H 1.94620 -1.04372 -1.82265
H -1.55457 1.91551 -4.91121
H 2.67374 2.54109 -5.02383
H 5.34092 0.62172 1.35625
H 3.49455 5.34334 0.24218
H -3.60375 1.52742 1.28752
H 0.64659 1.26928 5.62494
H -6.15660 1.02794 -2.11646
H 1.89090 6.27285 2.07921
H -1.50161 1.48847 -2.53128
H -1.06112 0.89167 3.80273
H -5.79218 1.98222 0.15299
H 2.77405 1.77343 -2.68427
H -0.04018 4.95238 2.74624
H 1.93933 -4.44719 0.40064
H 3.14890 -1.80586 3.60942
H -5.65031 -2.35474 2.74897
H -5.16454 -0.69650 1.96735
H 2.86296 3.32620 -0.85160
H 0.48910 2.47070 -6.18190
H -1.44248 -3.54849 -3.00916
H 2.73287 -0.10592 5.55876
H 4.11228 -2.26880 -1.57674
*
```

***

| no. | E (eV) |
| --- | --- |
| 1 | -12774.61151 |
| 2 | -115889.28675 |
| 3 | -185679.69727 |